[1]
{"formula": "C2H5N", "method": "ωB97M-V with the def2-TZVPD basis set", "symbols": ["C", "C", "N", "H", "H", "H", "H", "H"], "coordinates": [[0.910, -0.164, 0.043], [-0.564, -0.503, 0.063], [-0.341, 0.693, -0.221], [1.648, 0.196, 0.774], [1.293, -0.545, -0.795], [-1.052, -0.507, 1.056], [-1.033, -1.418, -0.504], [-0.543, 1.420, 0.381]], "forces_ev_per_angstrom": [[-2.7, 2.0, 2.4], [-2.8, -9.4, 5.8], [3.8, 6.7, -6.7], [-1.1, -0.6, 0.3], [1.8, -0.7, -3.4], [0.3, -1.3, 0.1], [1.0, 2.1, -0.1], [-0.3, 1.3, 1.6]], "smiles": "C1CN1", "relative_energy_kj_mol": 262.5, "lumo_ev": 1.3054}

[2]
{"formula": "C5H9N3OS", "method": "ωB97M-V with the def2-TZVPD basis set", "symbols": ["N", "C", "C", "C", "N", "O", "H", "H", "H", "H", "H", "H", "C", "S", "C", "N", "H", "H", "H"], "coordinates": [[0.102, 2.581, 0.528], [0.973, 1.774, -0.133], [0.589, 1.035, -1.237], [-0.777, 0.734, -1.709], [-1.796, 1.060, -0.789], [-0.970, 0.182, -2.779], [0.411, 3.465, 1.013], [-0.811, 2.803, 0.255], [2.018, 1.799, 0.390], [1.298, 0.468, -1.820], [-1.571, 0.905, 0.226], [-2.815, 0.962, -1.028], [0.798, -3.442, 0.982], [1.087, -1.847, 0.151], [-0.163, -0.946, 0.884], [-1.032, -0.431, 1.414], [-0.165, -3.486, 1.418], [1.518, -3.464, 1.815], [1.305, -4.153, 0.419]], "forces_ev_per_angstrom": [[1.3, 2.6, 2.6], [0.4, 0.0, -0.7], [1.0, -0.1, 1.2], [-1.0, 0.2, 0.8], [-0.8, 0.2, 0.1], [-0.1, 0.5, 0.2], [0.4, -2.0, -0.5], [-1.3, -0.6, -1.3], [-1.9, -0.2, -1.7], [0.4, 0.0, 0.3], [-0.5, 0.3, -1.7], [1.9, -0.3, 0.0], [2.2, 2.0, 2.0], [-0.5, 0.4, -0.1], [1.4, -1.3, -0.5], [-0.9, 0.4, 1.0], [-1.1, -0.8, -0.4], [-0.5, 0.4, 0.4], [-0.5, -1.8, -1.8]], "smiles": "N/C=C\\C(N)=O.CSC#N", "relative_energy_kj_mol": 81.2, "lumo_ev": 0.4058}

[3]
{"formula": "C17H31BrCl24NOP2S", "method": "ωB97M-V with the def2-TZVPD basis set", "symbols": ["O", "P", "Br", "C", "C", "C", "C", "N", "P", "S", "C", "H", "H", "H", "H", "H", "H", "H", "C", "Cl", "Cl", "H", "H", "C", "Cl", "Cl", "H", "H", "C", "Cl", "Cl", "H", "H", "C", "Cl", "Cl", "H", "H", "C", "Cl", "Cl", "H", "H", "C", "Cl", "Cl", "H", "H", "C", "Cl", "Cl", "H", "H", "C", "Cl", "Cl", "H", "H", "C", "Cl", "Cl", "H", "H", "C", "Cl", "Cl", "H", "H", "C", "Cl", "Cl", "H", "H", "C", "Cl", "Cl", "H", "H"], "coordinates": [[-4.166, -3.001, 0.750], [-4.165, -2.081, -0.588], [-5.186, -0.220, 0.147], [-2.455, -1.357, -0.663], [-1.720, -1.409, -1.841], [-0.472, -0.816, -1.905], [0.020, -0.168, -0.791], [-0.688, -0.138, 0.351], [-0.020, 0.717, 1.789], [1.463, 1.854, 1.399], [-1.901, -0.711, 0.430], [-3.313, -3.397, 0.968], [-2.120, -1.906, -2.713], [0.118, -0.826, -2.802], [0.975, 0.330, -0.810], [-1.152, 1.407, 2.241], [0.227, -0.328, 2.691], [-2.444, -0.634, 1.362], [3.339, 4.762, 3.294], [3.470, 3.370, 4.378], [3.728, 4.314, 1.624], [2.325, 5.133, 3.330], [4.033, 5.525, 3.619], [-4.658, 3.228, -1.261], [-3.056, 3.446, -1.985], [-5.087, 4.562, -0.190], [-5.397, 3.158, -2.051], [-4.619, 2.306, -0.698], [3.565, 7.651, 6.301], [5.120, 7.111, 5.657], [2.216, 7.239, 5.229], [3.401, 7.171, 7.258], [3.594, 8.728, 6.414], [6.437, 1.123, 3.584], [6.546, -0.313, 4.611], [6.746, 0.733, 1.887], [5.438, 1.527, 3.667], [7.174, 1.845, 3.914], [8.744, -3.045, 3.116], [8.858, -4.492, 4.126], [9.035, -3.409, 1.408], [7.749, -2.632, 3.215], [9.485, -2.328, 3.447], [-8.804, -1.177, 1.637], [-9.701, -0.250, 2.840], [-9.846, -1.779, 0.341], [-8.055, -0.534, 1.192], [-8.339, -2.024, 2.127], [8.784, -6.964, 1.441], [7.222, -7.405, 2.144], [9.204, -7.996, 0.067], [8.730, -5.938, 1.102], [9.547, -7.071, 2.203], [-2.573, 1.835, -5.252], [-2.715, 0.531, -4.053], [-2.075, 1.218, -6.824], [-3.540, 2.312, -5.349], [-1.832, 2.542, -4.900], [0.901, -3.126, -4.678], [-0.443, -2.066, -5.141], [0.655, -3.833, -3.069], [0.978, -3.930, -5.399], [1.813, -2.545, -4.664], [-11.102, -4.573, -1.913], [-12.758, -5.069, -2.268], [-10.229, -4.078, -3.370], [-11.131, -3.732, -1.231], [-10.579, -5.409, -1.465], [-3.986, 7.769, -1.407], [-2.384, 7.945, -2.136], [-4.380, 9.117, -0.336], [-4.723, 7.731, -2.200], [-3.998, 6.854, -0.828], [4.986, -4.490, -4.497], [3.987, -3.597, -3.337], [4.003, -5.218, -5.772], [5.689, -3.802, -4.949], [5.506, -5.276, -3.965]], "forces_ev_per_angstrom": [[0.4, 0.3, 0.1], [-0.5, -0.1, -0.9], [0.1, -0.1, 0.2], [0.1, 0.1, 0.8], [-0.1, -0.2, 0.0], [0.2, 0.4, 0.6], [0.0, -0.3, -0.7], [-0.3, -0.1, 0.4], [1.2, 1.3, 0.1], [-0.2, -0.4, 0.0], [-0.1, -0.3, -0.5], [0.0, -0.1, 0.1], [0.0, -0.1, -0.1], [0.0, 0.0, -0.2], [0.1, 0.1, 0.3], [-0.3, -0.5, -0.1], [-0.4, -0.2, -0.2], [0.1, 0.1, 0.2], [0.0, -0.1, -0.2], [0.0, 0.0, 0.1], [0.1, 0.1, 0.0], [-0.1, -0.1, 0.0], [0.1, 0.0, 0.0], [0.0, -0.1, -0.1], [0.1, 0.1, 0.0], [-0.1, -0.2, 0.1], [0.0, 0.1, 0.0], [-0.1, 0.1, 0.1], [0.0, 0.0, 0.1], [0.0, 0.0, 0.0], [0.0, 0.1, 0.1], [0.0, -0.1, 0.0], [0.0, 0.0, -0.1], [0.0, 0.0, -0.1], [0.0, 0.0, 0.1], [0.0, 0.0, 0.0], [0.0, 0.0, 0.0], [0.1, 0.0, 0.0], [0.0, 0.0, 0.1], [0.0, 0.0, 0.0], [0.0, 0.2, 0.0], [0.0, 0.0, 0.0], [0.1, 0.0, 0.0], [0.0, 0.0, 0.0], [0.0, 0.0, 0.0], [0.0, 0.0, 0.0], [0.0, 0.0, 0.0], [-0.1, 0.0, 0.0], [0.0, 0.0, 0.0], [0.0, 0.0, 0.0], [0.0, 0.0, 0.0], [0.0, -0.1, 0.0], [0.0, -0.1, 0.0], [0.0, 0.1, -0.2], [-0.1, 0.0, 0.0], [0.0, 0.0, 0.0], [0.0, -0.1, 0.0], [0.0, 0.0, 0.0], [0.0, -0.1, -0.1], [0.0, 0.0, 0.0], [-0.1, 0.0, 0.0], [-0.1, 0.0, 0.0], [0.0, 0.0, 0.1], [0.0, 0.0, 0.0], [0.0, 0.0, 0.0], [0.1, 0.0, 0.0], [-0.1, 0.0, 0.0], [0.0, 0.0, -0.1], [0.0, 0.0, 0.0], [0.0, 0.0, 0.0], [0.0, 0.0, 0.0], [0.0, 0.1, 0.0], [0.1, 0.1, 0.0], [0.1, 0.0, 0.0], [0.2, 0.0, 0.1], [0.0, 0.0, 0.0], [0.0, 0.0, 0.0], [-0.1, 0.0, 0.0]], "lumo_ev": -4.5675, "total_charge": 1}

[4]
{"formula": "C4H10N2O", "method": "ωB97M-V with the def2-TZVPD basis set", "symbols": ["C", "N", "N", "C", "H", "H", "H", "H", "H", "H", "C", "C", "O", "H", "H", "H", "H"], "coordinates": [[0.231, -1.045, 0.519], [1.494, -0.793, 1.157], [0.275, -1.035, -0.961], [-0.206, -2.406, 0.468], [2.228, -1.301, 0.673], [-0.628, -1.198, -1.406], [0.171, 0.242, -1.078], [1.721, 0.193, 1.074], [0.384, -3.186, 0.932], [-1.215, -2.660, 0.171], [-0.198, 1.575, -0.560], [-1.396, 2.105, -0.758], [0.861, 2.141, 0.064], [0.592, 2.946, 0.535], [-0.486, -0.223, 0.819], [-2.178, 1.540, -1.240], [-1.651, 3.107, -0.410]], "forces_ev_per_angstrom": [[-1.2, 1.8, 0.4], [-0.2, -0.2, -0.3], [0.7, -1.9, 0.1], [0.0, 0.1, -0.2], [0.0, -0.1, 0.0], [-0.3, 0.0, 0.4], [-0.3, 2.9, 0.9], [-0.1, 0.0, 0.0], [0.3, -0.1, -0.5], [0.1, 0.1, 0.0], [0.3, -1.9, -1.4], [0.0, 0.2, 0.3], [0.1, 0.1, 0.3], [0.0, 0.0, -0.1], [0.4, -1.0, 0.3], [0.0, -0.1, -0.1], [0.0, -0.1, 0.0]], "relative_energy_kj_mol": 655.3, "lumo_ev": [-0.7848, -0.3177]}

[5]
{"formula": "C3H4N4O", "method": "ωB97M-V with the def2-TZVPD basis set", "symbols": ["H", "N", "C", "N", "N", "C", "N", "C", "O", "H", "H", "H"], "coordinates": [[-2.752, -0.434, -0.013], [-2.209, 0.399, -0.467], [-1.092, 0.257, -0.005], [-0.549, -0.701, 0.790], [0.241, -1.325, -0.418], [1.385, -0.752, -0.457], [1.753, 0.317, 0.136], [1.124, 1.384, 0.105], [-0.213, 1.346, -0.303], [-1.037, -1.357, 1.195], [2.014, -1.389, -1.058], [1.336, 2.254, 0.494]], "forces_ev_per_angstrom": [[0.7, 1.9, -1.6], [-4.4, -1.8, 0.4], [1.6, 2.2, 1.0], [6.0, 3.8, -4.4], [-0.4, -1.0, 3.0], [-2.3, -4.2, -2.0], [4.5, 3.1, 1.9], [-5.3, -5.3, -1.6], [0.8, 0.4, 0.2], [-3.8, -4.1, 2.0], [0.9, 0.6, -0.6], [1.7, 4.6, 1.7]], "smiles": "[H]/N=C1\\NN=CN=CO1", "relative_energy_kj_mol": 435.0, "lumo_ev": 0.0516}

[6]
{"formula": "C21H47BBr14O5Si2", "method": "ωB97M-V with the def2-TZVPD basis set", "symbols": ["C", "C", "C", "O", "O", "C", "C", "Si", "C", "O", "Si", "B", "O", "O", "C", "H", "H", "H", "H", "H", "H", "H", "H", "H", "H", "H", "H", "H", "H", "H", "H", "H", "H", "H", "Br", "C", "C", "Br", "H", "H", "H", "H", "Br", "C", "C", "Br", "H", "H", "H", "H", "Br", "C", "C", "Br", "H", "H", "H", "H", "Br", "C", "C", "Br", "H", "H", "H", "H", "Br", "C", "C", "Br", "H", "H", "H", "H", "Br", "C", "C", "Br", "H", "H", "H", "H", "Br", "C", "C", "Br", "H", "H", "H", "H"], "coordinates": [[-0.935, 1.044, -3.781], [-1.544, -0.329, -3.361], [-0.452, -1.361, -3.386], [-0.234, -1.942, -4.397], [0.345, -1.610, -2.305], [-0.357, -1.958, -1.107], [-0.012, -0.958, 0.015], [-1.449, 0.162, 0.521], [-3.004, -0.851, 0.960], [-0.858, 1.208, 1.760], [-0.499, 2.787, 1.243], [0.929, 2.875, -0.168], [0.576, 2.759, -1.501], [2.210, 3.088, 0.209], [3.140, 3.249, -0.879], [-1.296, 1.314, -4.762], [0.147, 0.975, -3.828], [-1.245, 1.787, -3.060], [-2.238, -0.604, -4.138], [-2.075, -0.244, -2.422], [-0.016, -2.927, -0.771], [-1.427, -2.054, -1.270], [0.772, -0.299, -0.353], [0.390, -1.434, 0.901], [-1.875, 1.073, -0.570], [-2.749, -1.817, 1.360], [-3.582, -1.044, 0.043], [-3.627, -0.317, 1.668], [-0.135, 3.557, 2.450], [-1.710, 3.380, 0.618], [0.721, 1.876, -1.857], [3.247, 2.280, -1.354], [2.792, 3.967, -1.610], [4.097, 3.573, -0.492], [-5.091, -3.059, 0.002], [-5.066, -4.005, -1.700], [-4.160, -3.332, -2.694], [-4.992, -1.735, -3.431], [-6.093, -4.068, -2.042], [-4.703, -5.004, -1.466], [-3.978, -3.981, -3.547], [-3.212, -3.028, -2.265], [-1.409, 6.389, -4.982], [-0.697, 4.983, -6.122], [-1.783, 4.325, -6.932], [-2.838, 3.101, -5.848], [-0.172, 4.288, -5.475], [0.018, 5.478, -6.775], [-1.351, 3.710, -7.719], [-2.475, 5.036, -7.370], [3.261, -1.129, 4.736], [3.504, -2.025, 3.026], [4.381, -1.217, 2.111], [3.417, 0.291, 1.348], [2.516, -2.208, 2.617], [3.978, -2.983, 3.272], [4.698, -1.816, 1.260], [5.252, -0.810, 2.613], [3.219, -5.178, 2.753], [3.590, -6.139, 1.100], [4.503, -5.352, 0.198], [3.568, -3.904, -0.699], [2.631, -6.366, 0.647], [4.071, -7.064, 1.408], [4.883, -5.984, -0.602], [5.336, -4.905, 0.730], [-1.035, -0.825, 3.086], [-1.550, -0.700, 4.964], [-0.378, -0.623, 5.902], [0.482, -2.352, 6.159], [-2.187, -1.554, 5.163], [-2.138, 0.214, 5.027], [-0.715, -0.325, 6.887], [0.399, 0.059, 5.566], [4.458, 6.715, -2.479], [5.665, 5.423, -3.291], [5.237, 5.069, -4.689], [3.718, 3.854, -4.682], [5.699, 4.563, -2.630], [6.638, 5.909, -3.302], [6.029, 4.533, -5.207], [4.946, 5.935, -5.275], [-5.334, 0.077, 6.477], [-5.393, -1.291, 7.861], [-4.304, -1.093, 8.880], [-2.576, -1.663, 8.189], [-5.332, -2.250, 7.358], [-6.372, -1.187, 8.324], [-4.482, -1.713, 9.755], [-4.195, -0.058, 9.188]], "forces_ev_per_angstrom": [[-0.3, -0.7, 0.5], [0.4, 0.6, 0.0], [-0.5, -0.2, 0.1], [0.6, -0.6, -1.2], [-0.6, 0.1, 0.2], [0.6, 0.5, 1.1], [-0.8, 0.6, -0.5], [-0.3, 0.4, 0.9], [0.4, 0.6, -1.3], [-0.3, 1.8, -3.0], [-0.3, -0.3, 0.4], [-0.2, -0.1, 0.4], [0.0, -0.2, -0.1], [0.2, 0.4, -0.5], [0.1, -0.4, 0.2], [0.1, 0.0, 0.0], [0.3, 0.2, 0.1], [0.1, 0.4, 0.0], [-0.3, -0.3, 0.0], [0.0, 0.0, 0.2], [0.2, -0.4, -0.3], [-0.2, 0.1, -0.2], [0.3, 0.0, 0.0], [0.1, -0.2, 0.1], [0.2, 0.0, -0.2], [0.0, -0.3, 0.2], [0.2, 0.5, 0.3], [-0.1, 0.1, 0.1], [0.0, 0.0, 0.1], [-0.1, 0.1, 0.2], [0.0, 0.1, -0.3], [0.3, -0.1, -0.3], [-0.2, 0.1, -0.1], [0.1, 0.0, 0.3], [-0.4, -0.5, -0.2], [0.0, -0.1, 0.3], [-0.2, 0.1, -0.3], [0.0, 0.0, 0.1], [0.0, 0.0, -0.1], [0.0, 0.0, 0.0], [0.0, 0.0, 0.0], [0.0, 0.0, 0.1], [0.0, -0.1, 0.0], [0.0, 0.3, 0.0], [0.0, -0.3, 0.0], [-0.3, 0.3, -0.2], [0.0, 0.0, 0.0], [0.0, 0.0, 0.0], [0.0, 0.0, 0.0], [0.0, 0.1, 0.0], [0.3, 0.2, -0.2], [0.4, 0.0, 0.5], [-0.1, 0.0, -0.3], [0.1, 0.1, 0.1], [0.0, 0.0, 0.0], [-0.1, 0.7, -0.1], [0.0, 0.0, 0.0], [0.0, 0.0, 0.1], [-0.2, -0.7, -0.2], [0.1, -0.1, 0.3], [-0.1, 0.0, -0.2], [0.0, 0.1, 0.1], [0.0, 0.1, -0.1], [0.0, 0.0, 0.0], [0.0, 0.0, 0.0], [0.0, -0.1, 0.1], [0.7, -2.3, 3.1], [-0.1, 0.0, -0.2], [0.3, -0.1, -0.1], [-0.5, -0.1, 0.2], [0.0, 0.0, 0.1], [0.0, 0.0, 0.1], [0.0, 0.1, 0.0], [0.0, 0.0, -0.1], [0.0, -0.1, 0.0], [0.0, 0.3, 0.1], [0.0, -0.3, 0.0], [-0.1, 0.1, 0.0], [0.0, -0.1, 0.0], [0.0, 0.0, 0.0], [0.0, 0.0, 0.0], [0.0, 0.1, 0.1], [0.0, -0.1, 0.0], [-0.2, 0.2, 0.0], [0.2, -0.2, 0.0], [-0.2, -0.1, 0.2], [0.1, 0.0, 0.0], [0.0, 0.0, 0.0], [0.0, 0.0, 0.0], [-0.1, 0.0, 0.0]], "lumo_ev": 0.3215}

Values of total energy, in order: -133.8334 -833.5593 -15495.6321 -342.9519 -410.8376 -37844.6819, all in a.u..